C3H4O2Sm | wB97M-V/def2-TZVPD

Last column: Löwdin spin population.
CARTESIAN COORDINATES (ANGSTROEM)
O  2.882  -3.116  0.172  0.020
C  2.074  -2.416  0.706  0.026
O  0.336  -0.387  -0.894  -0.034
C  -0.295  0.884  -0.732  -0.002
C  -1.146  0.911  0.554  -0.024
Sm  -0.369  -1.410  0.936  6.017
H  -0.928  1.078  -1.624  0.000
H  0.474  1.684  -0.722  -0.001
H  -2.216  1.080  0.345  -0.001
H  -0.813  1.691  1.258  -0.001

Cartesian forces, eV/Å:
O -4.786 4.257 3.177
C 5.425 -4.388 -3.257
O -0.030 -0.703 0.607
C -0.178 0.139 -0.117
C -0.153 0.436 0.314
Sm -0.433 0.881 -0.949
H 0.202 -0.096 0.279
H -0.197 -0.335 0.062
H 0.291 -0.022 0.090
H -0.141 -0.168 -0.206

Properties
relative energy (zero: lowest compared OMol25 entry of this formula, charge and spin) = 0.000 eV
net charge = 0
spin multiplicity = 7
E_LUMO (alpha / beta) = -0.671 / -0.694 eV
orbital gap (alpha / beta) = 0.225 / 0.224 hartree